1.
This record from the Open Molecules 2025 dataset describes a molecular structure, C68H54AsBrClIMoN5OP2. The level of theory is wB97M-V/def2-TZVPD.

Geometry as XYZ:
```
135
Properties=species:S:1:pos:R:3
Mo 0.33304 1.06412 0.09941
N 2.47557 3.32790 1.03423
C 2.28768 2.50242 2.14999
C 2.96764 2.77328 3.32707
C 2.91261 1.85409 4.35776
C 2.18729 0.68823 4.17165
C 1.47836 0.53799 3.00337
N 1.48201 1.44109 1.99932
C 2.94507 2.76001 -0.15760
C 4.01738 3.34313 -0.82356
C 4.42187 2.81713 -2.03065
C 3.75180 1.71143 -2.54866
C 2.70695 1.19043 -1.83296
N 2.29603 1.70242 -0.64953
H 2.98541 4.16822 1.26984
H 3.57958 3.66275 3.40134
H 3.45986 2.03031 5.27473
H 2.13811 -0.08594 4.92437
H 0.87826 -0.33888 2.85020
H 4.52601 4.19061 -0.38252
H 5.25555 3.25646 -2.56292
H 4.03469 1.26500 -3.49097
H 2.13896 0.34853 -2.20553
Cl -1.12848 3.27139 -6.43324
C -0.92130 2.33827 -5.00402
C -1.21323 1.00358 -5.00915
C -1.02778 0.20678 -3.85382
I -1.38006 -1.83066 -3.91305
C -0.58148 0.78731 -2.69471
O -0.34104 0.15143 -1.53446
C -0.31497 2.16246 -2.67971
N 0.12036 2.64549 -1.48078
C 0.48913 3.91673 -1.41885
C 0.47029 4.76648 -2.52674
C -0.00924 4.30408 -3.72472
C -0.43142 2.96543 -3.82553
H -1.57674 0.54464 -5.91870
H 0.80631 4.28589 -0.45480
H 0.79403 5.79047 -2.40673
H -0.06505 4.95123 -4.59052
C -3.62701 -2.75257 -0.48706
C -3.07334 -1.82711 0.55184
C -3.70288 -1.64420 1.77202
C -3.13842 -0.78968 2.69430
C -1.97989 -0.10386 2.37598
Br -1.38664 1.01485 3.77254
N -1.35030 -0.22216 1.18549
C -1.91502 -1.10734 0.32167
H -4.71644 -2.75229 -0.45639
H -3.28224 -3.77146 -0.30193
H -3.30310 -2.46720 -1.48735
H -4.62550 -2.16317 2.00316
H -3.59196 -0.62892 3.66139
H -1.42514 -1.21740 -0.62968
C 1.20916 -2.60884 -1.00051
P 1.71188 -1.35855 0.23590
C 3.48013 -1.04520 -0.10906
C 4.21636 -0.26082 0.78617
C 5.55628 0.00312 0.56301
C 6.18903 -0.50721 -0.56623
C 5.47041 -1.27744 -1.46449
C 4.12361 -1.54138 -1.24165
C 1.72530 -2.27736 1.81344
C 2.91389 -2.61947 2.45610
C 2.88945 -3.39277 3.60851
C 1.68488 -3.84074 4.12828
C 0.49641 -3.51554 3.48762
C 0.51475 -2.73902 2.34082
P -0.04638 -3.92061 -0.55011
C -0.19425 -4.71018 -2.19670
C 0.90670 -5.04371 -2.98417
C 0.73282 -5.63794 -4.22403
C -0.54723 -5.92161 -4.68695
C -1.64974 -5.62050 -3.90143
C -1.47191 -5.01610 -2.66159
C 0.96726 -5.17267 0.32003
C 0.22805 -6.13748 1.00663
C 0.85939 -7.18143 1.66328
C 2.24553 -7.26758 1.65665
C 2.99025 -6.31095 0.98463
C 2.35424 -5.27092 0.31797
H 2.13235 -3.11564 -1.27032
H 0.82966 -2.10290 -1.89045
H 3.75038 0.11926 1.68822
H 6.11714 0.59104 1.27869
H 7.24015 -0.31258 -0.73492
H 5.95479 -1.68238 -2.34347
H 3.59262 -2.12590 -1.97930
H 3.86993 -2.31651 2.05533
H 3.82127 -3.66192 4.08862
H 1.67199 -4.45608 5.01841
H -0.44662 -3.88426 3.87027
H -0.42015 -2.53328 1.84022
H 1.91435 -4.86694 -2.62333
H 1.59436 -5.89690 -4.82554
H -0.68129 -6.39414 -5.65095
H -2.64627 -5.86445 -4.24657
H -2.33713 -4.78911 -2.04862
H -0.85574 -6.07915 1.02003
H 0.27104 -7.92844 2.17981
H 2.74139 -8.08149 2.16874
H 4.07088 -6.37754 0.96926
H 2.97169 -4.54775 -0.20317
C -2.61247 6.63501 -2.01953
C -3.07154 5.39409 -2.43920
C -2.83211 4.26280 -1.66930
C -2.13096 4.38158 -0.47556
C -1.67961 5.62716 -0.04582
C -1.91969 6.75235 -0.82047
As -1.84003 2.82049 0.64646
C -3.47845 1.86225 0.33482
C -3.81331 1.04750 -0.73428
C -5.10551 0.54305 -0.81566
C -6.03148 0.84704 0.17482
C -5.68604 1.65746 1.24888
C -4.40164 2.18048 1.33711
C -3.90689 3.08220 2.40335
C -4.64792 3.53037 3.49229
C -4.06953 4.38313 4.42013
C -2.75196 4.80585 4.27488
C -1.99868 4.36837 3.19520
C -2.58475 3.51298 2.27902
H -2.81437 7.51584 -2.61483
H -3.63506 5.30645 -3.35962
H -3.21990 3.30599 -1.99544
H -1.16697 5.73552 0.90263
H -1.58566 7.72348 -0.47881
H -3.08976 0.80479 -1.50557
H -5.39104 -0.08120 -1.65265
H -7.03891 0.45773 0.10537
H -6.42768 1.88964 2.00228
H -5.67816 3.22396 3.61931
H -4.65242 4.72787 5.26375
H -2.31583 5.47542 5.00412
H -0.96586 4.68110 3.09438
```

Computed properties:
Spin multiplicity: 3
Kohn-Sham gap (alpha / beta) (eV): 5.830 / 5.813
Relative energy (zero: lowest compared OMol25 entry of this formula, charge and spin) (kcal/mol): 5.5
Total charge: +3

Atomic partial charges in e from the Löwdin method, atoms 1 to 2:
1 Mo 1.5086
2 N 0.1187

=====

2.
This record from the Open Molecules 2025 dataset describes a molecular structure, C15H39FN8O11P2Ti in a non-equilibrium geometry. The level of theory is wB97M-V/def2-TZVPD.

Geometry as XYZ:
```
77
Properties=species:S:1:pos:R:3
Ti 5.92117 4.51031 -19.83089
N 6.59779 5.05899 -17.16529
O 5.42465 5.15340 -17.63234
O 7.05700 5.89791 -16.38580
O 7.33627 4.10804 -17.56513
N 6.62594 7.55292 -20.30918
O 5.60915 7.57680 -19.60657
O 7.34528 8.54716 -20.45264
O 6.93207 6.47150 -20.91225
C 10.46628 3.01609 -20.05863
C 9.01737 2.62433 -20.27121
O 9.14827 1.49813 -21.13559
C 10.38051 0.96335 -20.99143
O 10.71327 -0.09332 -21.38597
O 11.19202 1.82054 -20.33001
F 8.33951 3.58872 -20.94598
H 10.65047 3.40896 -19.05840
H 10.77044 3.82167 -20.73198
H 8.39908 2.38543 -19.40280
O 5.88814 3.58959 -22.30451
P 6.10186 3.68557 -23.76018
N 4.90664 4.54455 -24.51143
C 5.05268 5.05376 -25.87002
C 3.82026 5.14610 -23.73945
N 6.11894 2.15281 -24.43401
C 6.58813 1.95339 -25.80225
C 6.40460 1.04066 -23.51521
N 7.49699 4.43077 -24.27182
C 8.73207 3.67509 -24.12508
C 7.61810 5.85339 -23.92688
H 5.98752 5.61253 -25.99140
H 4.22489 5.69127 -26.16698
H 5.10977 4.25510 -26.61699
H 3.54134 4.45124 -22.94436
H 2.94479 5.29271 -24.36728
H 4.12375 6.07054 -23.23716
H 7.46289 1.29388 -25.84576
H 5.81931 1.40763 -26.37099
H 6.80438 2.89393 -26.29596
H 5.59301 0.30248 -23.59811
H 7.26472 0.44031 -23.85365
H 6.60335 1.39146 -22.50993
H 8.52933 2.61170 -24.23708
H 9.43929 3.89656 -24.93291
H 9.17132 3.91581 -23.15611
H 8.27311 5.98434 -23.06096
H 6.64361 6.31426 -23.84605
H 8.20751 6.34147 -24.72318
O 3.93777 3.48207 -19.52480
P 2.51122 3.18797 -19.71893
N 1.55653 4.52740 -19.83690
C 2.17029 5.72839 -20.39965
C 0.11050 4.47899 -19.98377
N 1.89232 2.38401 -18.39947
C 1.16666 2.98227 -17.29885
C 2.77122 1.30195 -17.93054
N 2.27817 2.15185 -20.98245
C 3.38708 1.70276 -21.84758
C 1.04213 1.41172 -21.14497
H 3.11664 5.93940 -19.89672
H 1.53280 6.60701 -20.28907
H 2.37048 5.65016 -21.47664
H -0.28202 3.53497 -19.60930
H -0.14893 4.65270 -21.03088
H -0.36263 5.21408 -19.32441
H 1.78942 3.69983 -16.75118
H 0.30766 3.55607 -17.64993
H 0.78533 2.19620 -16.65212
H 3.55732 1.73453 -17.30112
H 2.21936 0.53373 -17.38939
H 3.28183 0.82768 -18.77001
H 4.07874 1.09247 -21.26646
H 2.99605 1.23897 -22.74934
H 3.94386 2.57703 -22.19314
H 1.25872 0.33848 -21.16616
H 0.51024 1.69582 -22.06464
H 0.31061 1.57966 -20.35746
```

Computed properties:
Spin multiplicity: 4
Kohn-Sham gap (alpha / beta) (eV): 2.962 / 7.818
Total charge: -1

Atomic partial charges in e from the Löwdin method, atoms 1 to 2:
1 Ti 0.7362
2 N -0.5963

=====

3.
This record from the Open Molecules 2025 dataset describes 2 unconnected molecules or ions with the total composition C9H11O3 in a non-equilibrium geometry. The level of theory is wB97M-V/def2-TZVPD.

Geometry as XYZ:
```
23
Properties=species:S:1:pos:R:3
C -1.81738 1.23553 -3.15296
C -1.97464 -0.35046 -3.13489
O -3.15163 -0.73183 -3.31664
O -0.89928 -1.06626 -2.86907
H -2.71314 1.61117 -2.70315
H -1.90376 1.54369 -4.15991
H -0.92374 1.82387 -2.81836
C 2.27039 1.48491 3.93008
C 0.51335 -0.53711 0.53071
C -0.26537 0.46686 1.07288
C 1.68461 -1.04030 1.08626
C 0.21149 1.06456 2.20532
C 2.19900 -0.48242 2.26365
C 1.55772 0.69508 2.75633
O 0.07877 -1.23718 -0.44473
H -0.28772 -1.02570 -1.39867
H -0.97907 0.89394 0.43515
H 2.03994 -1.89833 0.58251
H -0.30300 1.85635 2.55904
H 3.19737 -0.74703 2.64932
H 3.37441 1.62765 3.57872
H 2.28165 0.97428 5.01481
H 1.71928 2.40237 3.95983
```

Computed properties:
Kohn-Sham gap (eV): 7.851
Relative energy (zero: lowest compared OMol25 entry of this formula, charge and spin) (kcal/mol): 49.6
Total charge: -1

Atomic partial charges in e from the Löwdin method, atoms 1 to 2:
1 C -0.0503
2 C -0.6525

=====

| no. | electronic energy (eV) |
| --- | --- |
| 1 | -252809.2941 |
| 2 | -95038.3805 |
| 3 | -15654.1502 |